1.
186
Properties=species:S:1:pos:R:3 method="wB97M-V/def2-TZVPD" homo_energy_ev=-10.09 homo_lumo_gap_ev=10.1 lumo_ev=0.06 multiplicity=1
C 6.91 -0.80 2.45
C 7.82 -1.71 1.72
O 7.07 -2.91 2.09
C 5.84 -2.70 2.03
O 4.93 -3.51 1.89
O 5.62 -1.43 2.27
F 9.00 -1.74 2.28
H 6.80 0.12 1.87
H 7.16 -0.56 3.48
H 8.02 -1.38 0.70
C 1.05 4.36 0.30
C 1.43 3.61 -1.00
O 2.06 4.66 -1.62
C 1.70 5.92 -1.19
O 1.84 7.01 -1.72
O 1.11 5.79 0.01
F 0.36 3.17 -1.62
H 1.88 4.19 1.00
H 0.16 4.08 0.85
H 2.19 2.84 -0.93
C -0.50 1.09 6.06
C -1.83 0.24 6.30
O -2.41 0.18 5.02
C -1.91 1.18 4.26
O -2.22 1.37 3.11
O -1.03 1.77 4.93
F -2.79 0.78 7.02
H 0.39 0.56 5.73
H -0.29 1.67 6.95
H -1.44 -0.68 6.74
C 2.17 -3.53 -1.88
C 2.47 -4.57 -0.75
O 3.92 -4.60 -0.75
C 4.31 -3.47 -1.21
O 5.44 -3.01 -1.10
O 3.34 -2.86 -1.91
F 2.00 -5.73 -1.16
H 1.45 -2.75 -1.61
H 1.74 -3.95 -2.79
H 2.02 -4.21 0.18
C 6.91 4.14 0.46
C 5.79 3.39 -0.29
O 4.69 4.25 -0.05
C 4.84 5.00 0.97
O 4.01 5.83 1.32
O 6.14 4.83 1.39
F 5.43 2.33 0.36
H 7.59 4.80 -0.08
H 7.58 3.36 0.80
H 5.98 3.29 -1.36
C -4.70 -1.22 2.63
O -5.67 -0.20 2.88
P -6.64 -0.44 4.19
O -7.92 0.37 4.29
O -5.58 -0.43 5.46
C -6.11 -0.09 6.81
O -6.86 -2.05 4.16
C -7.68 -2.64 5.17
H -5.00 -2.25 2.84
H -3.77 -1.22 3.20
H -4.37 -1.05 1.60
H -7.19 0.08 6.78
H -5.62 0.86 7.03
H -5.83 -0.78 7.60
H -8.53 -3.05 4.63
H -8.10 -1.98 5.93
H -7.05 -3.37 5.69
C -2.05 -7.39 -0.54
O -2.10 -7.79 0.81
P -2.04 -6.78 2.10
O -2.95 -5.57 2.16
O -2.13 -7.82 3.34
C -2.88 -7.49 4.50
O -0.46 -6.47 1.99
C 0.29 -5.78 2.91
H -1.14 -7.28 -1.12
H -2.66 -6.49 -0.68
H -2.79 -8.07 -0.97
H -3.88 -7.11 4.29
H -2.41 -6.85 5.25
H -3.07 -8.52 4.80
H 0.47 -6.51 3.69
H -0.24 -4.89 3.25
H 1.22 -5.48 2.42
C 4.41 4.33 5.41
O 3.87 3.01 5.35
P 4.93 1.82 5.63
O 6.18 1.81 4.78
O 5.28 1.68 7.17
C 6.35 2.35 7.71
O 3.90 0.53 5.40
C 3.28 0.30 4.18
H 5.47 4.48 5.60
H 3.93 4.92 6.18
H 4.16 4.92 4.53
H 6.65 3.22 7.12
H 7.22 1.70 7.62
H 6.16 2.68 8.73
H 4.00 0.31 3.36
H 2.66 1.15 3.92
H 2.70 -0.62 4.10
C -1.34 1.35 -0.33
O 0.00 0.87 -0.76
P 0.88 0.00 0.28
O 1.03 0.66 1.63
O 0.23 -1.50 0.30
C -1.07 -1.70 0.93
O 2.24 -0.35 -0.58
C 3.49 0.27 -0.35
H -1.46 2.42 -0.16
H -1.73 0.91 0.59
H -2.10 0.98 -1.03
H -1.83 -1.63 0.15
H -1.27 -0.93 1.68
H -0.99 -2.65 1.46
H 4.12 -0.52 0.07
H 3.47 1.06 0.40
H 3.95 0.75 -1.21
C 4.42 0.12 -4.19
O 4.07 1.34 -4.93
P 5.05 2.63 -4.83
O 5.60 3.02 -3.51
O 6.26 2.35 -5.87
C 6.06 2.32 -7.33
O 4.18 3.86 -5.56
C 3.28 4.61 -4.82
H 4.62 -0.75 -4.81
H 3.63 -0.07 -3.45
H 5.35 0.33 -3.67
H 5.47 1.47 -7.67
H 7.04 2.09 -7.76
H 5.67 3.28 -7.67
H 3.52 4.54 -3.76
H 2.24 4.56 -5.12
H 3.41 5.68 -4.98
C -0.16 0.67 -4.13
O -0.93 0.88 -5.26
P -0.37 1.79 -6.48
O 0.62 2.78 -6.14
O 0.03 0.73 -7.56
C -0.79 -0.35 -7.79
O -1.71 2.39 -7.11
C -1.85 2.88 -8.48
H -0.82 0.64 -3.27
H 0.57 1.47 -4.07
H 0.25 -0.34 -4.13
H -1.74 -0.35 -7.26
H -0.33 -1.23 -7.33
H -0.92 -0.51 -8.86
H -0.98 2.48 -9.00
H -2.07 3.94 -8.52
H -2.75 2.37 -8.85
C -7.61 -2.85 -2.83
O -6.46 -2.10 -2.54
P -5.65 -2.58 -1.23
O -6.41 -2.19 0.00
O -5.32 -4.11 -1.25
C -6.01 -5.23 -0.57
O -4.09 -2.00 -1.35
C -3.21 -2.36 -2.39
H -8.15 -2.24 -3.55
H -8.17 -2.99 -1.91
H -7.30 -3.83 -3.21
H -6.40 -6.05 -1.17
H -6.87 -4.81 -0.04
H -5.39 -5.68 0.21
H -2.26 -2.37 -1.85
H -3.19 -1.73 -3.28
H -3.17 -3.38 -2.77
C -3.97 3.86 -5.15
O -3.79 3.26 -3.93
P -4.98 3.50 -2.88
O -5.71 4.77 -3.11
O -4.10 3.28 -1.57
C -4.22 4.05 -0.32
O -5.97 2.22 -3.10
C -5.73 0.95 -2.60
H -4.25 4.91 -5.05
H -4.70 3.28 -5.71
H -3.06 3.73 -5.72
H -4.59 5.05 -0.51
H -3.27 4.24 0.18
H -4.78 3.55 0.47
H -5.91 0.29 -3.45
H -6.55 0.61 -1.97
H -4.76 0.81 -2.13



2.
135
Properties=species:S:1:pos:R:3 method="wB97M-V/def2-TZVPD" smiles=CC[C@@](C#N)(CC#N)[C@@H](I)[C@@H](C)I.CCN(CC)CC.CCN(CC)CC.CCN(CC)CC.CCN(CC)CC.CCN(CC)CC homo_energy_ev=-8.13 homo_lumo_gap_ev=7.6 lumo_ev=-0.55 multiplicity=1
C -2.54 -7.39 -5.35
C -3.17 -6.42 -6.45
C -2.72 -4.88 -6.43
C -3.26 -4.34 -7.89
N -3.65 -3.95 -8.97
C -3.61 -3.95 -5.41
C -4.12 -4.74 -4.12
N -4.45 -5.40 -3.15
C -1.16 -4.56 -6.47
I -0.96 -2.47 -7.20
C -0.23 -4.69 -5.21
C -0.81 -4.48 -3.74
I 0.98 -6.56 -5.13
H -2.33 -6.93 -4.32
H -1.63 -7.92 -5.82
H -3.31 -8.24 -5.16
H -4.32 -6.51 -6.43
H -2.86 -6.84 -7.49
H -4.56 -3.57 -5.95
H -3.05 -3.01 -5.06
H -0.70 -5.19 -7.34
H 0.60 -3.88 -5.33
H -1.54 -3.58 -3.63
H 0.09 -4.19 -3.07
H -1.29 -5.39 -3.25
C 2.36 -0.98 -4.63
C 2.40 0.42 -4.03
N 3.01 1.42 -4.90
C 3.32 2.67 -4.22
C 2.15 3.48 -3.67
C 2.42 1.56 -6.23
C 0.93 1.90 -6.31
H 3.35 -1.31 -4.95
H 1.99 -1.69 -3.89
H 1.68 -1.03 -5.49
H 2.99 0.35 -3.11
H 1.39 0.71 -3.72
H 3.92 3.31 -4.88
H 3.99 2.44 -3.38
H 1.61 3.99 -4.47
H 2.53 4.27 -3.01
H 1.45 2.88 -3.09
H 2.58 0.62 -6.78
H 2.99 2.30 -6.80
H 0.32 1.30 -5.63
H 0.57 1.71 -7.33
H 0.75 2.96 -6.11
C 0.98 -0.80 -0.24
C 0.87 0.62 0.31
N -0.11 1.45 -0.39
C 0.00 2.87 -0.06
C -0.30 3.28 1.38
C -1.47 0.92 -0.46
C -2.18 0.61 0.85
H 1.19 -0.79 -1.31
H 1.80 -1.33 0.25
H 0.07 -1.38 -0.07
H 1.86 1.08 0.21
H 0.66 0.57 1.39
H -0.65 3.45 -0.74
H 1.02 3.20 -0.31
H -1.37 3.26 1.59
H 0.03 4.32 1.53
H 0.23 2.67 2.11
H -1.45 0.01 -1.06
H -2.09 1.61 -1.05
H -1.54 0.06 1.55
H -3.05 -0.02 0.65
H -2.54 1.51 1.34
C -1.41 9.95 -3.23
C -0.77 8.79 -2.48
N -0.30 7.71 -3.36
C 0.03 6.49 -2.64
C 1.20 6.55 -1.65
C 0.63 8.10 -4.41
C 1.94 8.78 -3.99
H -2.22 9.60 -3.88
H -1.84 10.66 -2.52
H -0.69 10.50 -3.84
H -1.53 8.38 -1.81
H 0.04 9.18 -1.85
H 0.22 5.68 -3.36
H -0.86 6.16 -2.08
H 2.16 6.57 -2.17
H 1.20 5.64 -1.03
H 1.14 7.40 -0.98
H 0.11 8.77 -5.10
H 0.88 7.22 -5.02
H 1.78 9.56 -3.24
H 2.40 9.25 -4.86
H 2.66 8.06 -3.59
C -0.53 -4.42 5.80
C 0.48 -4.65 4.68
N 0.08 -4.08 3.40
C 0.89 -4.55 2.28
C 2.38 -4.18 2.27
C -0.21 -2.65 3.39
C 0.88 -1.69 3.86
H -1.52 -4.77 5.51
H -0.22 -4.96 6.70
H -0.60 -3.36 6.07
H 0.58 -5.74 4.57
H 1.46 -4.28 5.01
H 0.44 -4.21 1.34
H 0.82 -5.64 2.24
H 2.53 -3.14 2.01
H 2.89 -4.78 1.51
H 2.86 -4.39 3.23
H -1.10 -2.48 4.02
H -0.54 -2.35 2.39
H 1.37 -2.03 4.78
H 0.45 -0.71 4.07
H 1.65 -1.55 3.09
C 1.68 -1.20 8.66
C 0.92 -0.85 9.94
N -0.52 -0.66 9.73
C -1.19 -0.05 10.87
C -1.23 -0.85 12.17
C -1.23 -1.77 9.10
C -1.17 -3.14 9.78
H 1.50 -0.45 7.88
H 2.76 -1.21 8.87
H 1.41 -2.18 8.27
H 1.34 0.08 10.32
H 1.12 -1.63 10.69
H -2.22 0.21 10.59
H -0.71 0.91 11.07
H -1.94 -1.67 12.13
H -1.56 -0.19 12.99
H -0.25 -1.24 12.45
H -0.85 -1.89 8.08
H -2.28 -1.50 8.96
H -0.16 -3.40 10.10
H -1.50 -3.91 9.08
H -1.83 -3.18 10.64



3.
166
Properties=species:S:1:pos:R:3 method="wB97M-V/def2-TZVPD" homo_energy_ev="-13.63 / -13.63" homo_lumo_gap_ev="8.4 / 4.6" lumo_ev="-5.21 / -9.00" multiplicity=2 total_charge=+2
Zr -0.29 -0.24 -0.47
P 0.96 1.64 0.74
O -0.40 1.12 1.04
O 1.48 0.16 0.45
O 1.80 2.60 1.56
O 0.58 1.65 -0.75
C 3.56 -1.91 -5.44
C 2.44 -1.08 -5.82
O 1.72 -1.30 -4.64
P 0.82 -0.07 -4.05
O 0.54 -0.28 -2.56
O 1.63 1.28 -4.40
C 2.69 1.87 -3.57
C 4.02 1.89 -4.40
O -0.48 -0.25 -5.03
C -0.49 0.19 -6.37
C -1.74 -0.28 -7.24
H 4.09 -1.59 -4.54
H 3.23 -2.94 -5.27
H 4.29 -2.08 -6.23
H 2.62 -0.03 -6.03
H 2.02 -1.43 -6.76
H 2.36 2.74 -3.00
H 2.79 1.19 -2.72
H 3.97 2.37 -5.38
H 4.85 2.46 -3.97
H 4.20 0.86 -4.72
H -0.57 1.27 -6.31
H 0.39 0.05 -7.00
H -1.80 -1.36 -7.27
H -2.72 0.03 -6.86
H -1.71 0.29 -8.17
C -7.11 -0.77 -0.39
C -6.25 0.37 -0.80
O -4.92 0.12 -0.88
P -4.04 -0.31 0.47
O -2.64 -0.43 0.19
O -4.86 -1.49 1.29
C -4.74 -2.83 0.76
C -5.41 -3.79 1.69
O -4.40 0.93 1.44
C -3.70 0.96 2.70
C -4.34 0.03 3.77
H -6.88 -1.68 -0.94
H -7.28 -0.90 0.68
H -8.06 -0.42 -0.80
H -6.50 0.70 -1.81
H -6.43 1.25 -0.18
H -5.21 -2.93 -0.21
H -3.71 -3.19 0.65
H -5.14 -4.81 1.42
H -5.22 -3.58 2.75
H -6.48 -3.65 1.59
H -2.62 0.83 2.63
H -3.88 1.99 3.02
H -3.92 0.26 4.75
H -5.42 0.13 3.88
H -4.26 -1.05 3.62
C -2.59 -3.88 5.44
C -1.50 -2.82 4.96
O -1.66 -2.41 3.58
P -0.39 -2.27 2.58
O -0.49 -1.76 1.17
O 0.61 -1.45 3.47
C 2.03 -1.52 3.30
C 2.53 -2.36 4.49
O 0.03 -3.88 2.57
C -0.95 -4.67 2.08
C -0.74 -6.06 2.66
H -2.68 -4.65 4.68
H -2.25 -4.33 6.37
H -3.52 -3.36 5.66
H -1.63 -1.92 5.55
H -0.49 -3.18 5.18
H 2.30 -1.81 2.29
H 2.52 -0.56 3.41
H 2.49 -1.75 5.39
H 1.90 -3.24 4.61
H 3.58 -2.63 4.32
H -1.95 -4.27 2.28
H -1.04 -4.86 1.01
H -1.50 -6.79 2.39
H 0.23 -6.29 2.22
H -0.58 -6.12 3.74
C -5.00 1.48 -5.00
C -3.89 0.88 -4.21
O -3.61 1.90 -3.38
P -2.14 1.98 -2.68
O -1.78 0.79 -1.87
O -1.20 2.32 -4.00
C -0.77 3.66 -4.27
C -1.91 4.34 -5.16
O -2.08 3.33 -1.76
C -2.99 3.40 -0.72
C -2.13 3.66 0.59
H -4.82 2.42 -5.52
H -5.28 0.94 -5.90
H -5.82 1.66 -4.31
H -4.23 -0.08 -3.81
H -3.02 0.65 -4.82
H -0.58 4.26 -3.38
H 0.14 3.67 -4.86
H -2.88 3.84 -5.05
H -1.87 5.42 -5.08
H -1.73 3.94 -6.16
H -3.60 4.28 -0.92
H -3.71 2.58 -0.60
H -1.06 3.85 0.53
H -2.47 4.34 1.37
H -2.13 2.71 1.13
C 4.28 -5.11 -2.55
C 4.60 -3.74 -2.29
O 3.47 -2.94 -2.13
P 2.64 -2.67 -0.72
O 1.26 -1.99 -0.83
O 2.57 -4.24 -0.25
C 2.87 -4.71 1.09
C 4.42 -4.93 1.22
O 3.69 -2.01 0.31
C 4.20 -0.74 -0.08
C 4.82 -0.22 1.14
H 5.26 -5.53 -2.78
H 3.78 -5.75 -1.82
H 3.87 -5.09 -3.56
H 5.08 -3.78 -1.31
H 5.27 -3.27 -3.01
H 2.67 -3.87 1.75
H 2.24 -5.57 1.28
H 4.84 -5.50 0.38
H 4.95 -3.98 1.16
H 4.82 -5.42 2.11
H 4.83 -0.83 -0.96
H 3.46 -0.08 -0.52
H 5.44 0.62 0.84
H 4.23 0.07 2.01
H 5.59 -0.89 1.52
C -0.23 2.37 4.33
C -0.51 0.96 4.66
O -1.66 1.04 5.49
C -2.13 2.24 5.49
O -3.11 2.67 6.16
O -1.39 3.04 4.72
H -0.16 2.53 3.25
H 0.70 2.71 4.79
H 0.40 0.55 5.10
H -0.80 0.33 3.83
C 4.23 2.99 3.67
C 5.00 3.26 2.41
O 5.65 4.41 2.66
C 5.47 4.74 4.00
O 6.18 5.56 4.62
O 4.49 4.08 4.54
H 4.35 1.98 4.08
H 3.16 3.03 3.46
H 4.27 3.39 1.61
H 5.59 2.36 2.32
C 1.63 5.32 2.19
C 1.72 5.47 0.65
O 1.68 6.92 0.53
C 2.16 7.53 1.71
O 2.52 8.67 1.67
O 2.02 6.65 2.79
H 2.37 4.60 2.54
H 0.62 5.03 2.47
H 0.89 4.88 0.25
H 2.60 4.92 0.31



Question: Which value of multiplicity does entry 3 give?
Answer: 2